Entry from OMol25: a molecular structure, C13H33AlClFK2N6O7PS (wB97M-V/def2-TZVPD).

```
66
Properties=species:S:1:pos:R:3:forces:R:3
N -4.090833 2.299518 -0.958084 0.48 -0.38 -0.18
C -2.776701 2.113022 -0.675449 -0.39 0.02 -0.83
N -1.950536 3.125648 -0.850110 -0.28 -0.63 2.69
C -0.567600 3.011375 -0.301968 1.24 0.84 -1.18
C -0.133430 1.605025 -0.154852 0.43 0.04 0.49
Cl 0.027820 0.857002 -1.831687 0.07 -0.24 0.09
C -1.180280 0.850507 0.584974 -0.47 -0.42 -0.35
S -0.488022 -0.799712 0.819183 1.54 0.15 0.78
N -2.406555 0.856021 -0.278533 0.05 -0.64 1.22
H -4.756863 1.990004 -0.277256 -0.33 -0.35 -0.29
H -4.350219 2.748336 -1.816149 -0.26 0.55 0.22
H -2.405927 3.922007 -0.406970 0.13 0.70 -0.91
H -0.433253 3.535646 0.646101 -0.21 -0.12 0.27
H 0.107006 3.495713 -1.003844 0.08 0.20 -0.04
H 0.814994 1.546607 0.416977 0.30 0.73 -0.26
H -1.521720 1.277321 1.601051 0.75 0.74 -0.57
H -0.425514 -1.045270 2.133834 -0.15 0.50 0.15
H -2.356753 0.207305 -1.060646 -0.24 0.58 -0.14
C 2.364602 -1.605173 -2.126342 -0.02 0.55 -0.04
C 3.570103 -2.478956 -2.429667 -2.28 1.90 0.45
O 3.255706 -3.814161 -2.362747 0.54 -2.08 -0.31
H 1.969346 -1.762428 -1.122904 0.14 -0.16 0.05
H 2.658830 -0.553208 -2.186607 -0.10 0.04 0.02
H 1.554641 -1.751493 -2.841128 0.09 -0.14 -0.11
H 4.341828 -2.118364 -1.725628 -1.13 -0.56 0.77
H 3.942749 -2.103546 -3.406019 -0.76 -0.63 -0.20
C 1.851613 4.715350 2.887793 0.19 0.05 0.44
C 2.118544 3.222241 2.640342 -0.07 0.77 0.24
O 1.553973 2.816603 1.471789 -0.20 -0.94 0.11
H 0.781391 4.918374 2.953836 -0.04 -0.04 -0.11
H 2.310721 5.040354 3.833354 -0.02 0.00 -0.04
H 2.274575 5.325024 2.088424 -0.06 -0.07 -0.11
H 1.757293 2.707495 3.575054 -0.16 -0.21 -0.23
H 3.226482 3.110376 2.715597 -0.05 -0.22 -0.32
K -2.188316 -2.271606 -0.428941 -1.66 -1.67 -1.28
O 3.223109 2.645457 -2.275659 0.30 -0.46 -0.58
P 3.053042 4.003576 -2.951749 -0.14 -0.21 0.19
O 2.027788 3.863904 -4.071158 -0.53 -0.08 0.36
O 4.367501 4.497283 -3.534354 0.35 -0.05 0.47
O 2.580385 4.995826 -1.894431 -0.21 0.49 -0.54
K 5.978813 -2.494877 -2.816920 3.07 -0.34 -0.73
N -2.086832 0.325248 4.098543 -0.32 -0.61 0.84
H -1.910530 0.036869 3.139097 -0.05 0.34 -0.01
H -2.650809 1.188125 4.049773 0.54 0.52 -0.64
H -2.573195 -0.403905 4.618382 0.11 -0.09 0.07
H -1.193674 0.542184 4.545890 -0.04 0.28 -0.16
Al 2.696346 -5.558012 -2.463514 0.50 1.75 0.11
C -0.181060 6.972357 -1.636414 0.04 -0.05 -0.39
C -0.397305 6.725296 -0.216704 0.11 -0.01 -0.26
N -0.576844 6.520749 0.897718 -0.23 -0.08 0.09
H -1.132006 7.087678 -2.156263 -0.07 0.02 0.11
H 0.396271 7.880434 -1.795284 0.05 0.01 0.14
H 0.366815 6.152331 -2.104828 0.12 -0.01 0.20
F -1.876929 2.245656 2.660667 -0.80 -0.41 0.32
C -2.157327 -7.659084 1.373960 -0.11 0.03 0.22
O -2.715292 -6.594238 1.159717 0.11 0.19 -0.17
N -1.605148 -8.438373 0.434855 0.14 -0.15 -0.03
C -0.958370 -9.698734 0.760587 -0.05 0.12 -0.24
C -1.658234 -8.008669 -0.951094 -0.11 0.11 0.15
H -2.066871 -8.075144 2.389353 0.00 0.00 0.00
H 0.086837 -9.670363 0.448633 0.02 -0.08 0.04
H -1.461083 -10.516824 0.243867 0.05 -0.07 0.05
H -1.001990 -9.878566 1.831540 -0.03 0.04 0.02
H -1.156216 -7.044880 -1.059232 0.00 -0.02 -0.08
H -2.695417 -7.889259 -1.263796 0.01 0.01 -0.07
H -1.171469 -8.745004 -1.583960 0.02 -0.04 0.03
```
Forces are in eV/Å.

Computed properties:
- frontier orbital gap (eV) = 3.17
- E_tot (Eh) = -4111.74631
- E_LUMO (eV) = -3.7
- charge = +1
- multiplicity = 1

---

Entry from OMol25: a molecular structure, C13H33B2Br3MnO6S3 (wB97M-V/def2-TZVPD).

```
61
Properties=species:S:1:pos:R:3:forces:R:3
Mn -25.192832 -13.102658 -21.142893 -0.49 0.16 -0.56
B -26.110797 -13.443229 -23.120936 -0.06 0.04 -1.34
H -24.961231 -13.445988 -23.286854 1.31 0.09 -0.19
H -26.452213 -12.432748 -22.705200 -0.60 2.04 0.72
H -26.637606 -13.613065 -24.135494 -0.72 -0.37 -0.90
H -26.393983 -14.194669 -22.311311 -0.51 -1.72 1.02
B -23.288756 -14.079643 -21.005039 1.88 -1.16 0.33
H -23.197715 -12.955841 -21.158696 0.40 1.87 -0.39
H -23.913565 -14.284420 -20.077592 -1.04 -0.48 1.78
H -23.804850 -14.598545 -21.876581 -0.53 -0.92 -1.53
H -22.237134 -14.503699 -20.759151 1.16 -0.44 0.10
C -21.511566 -16.770056 -22.387814 -0.15 -0.68 0.18
Br -19.906962 -17.790727 -22.899684 -0.67 0.44 0.42
Br -22.535913 -17.654643 -20.932401 0.69 0.19 -0.83
Br -22.596244 -16.442035 -23.945452 0.07 -0.09 0.30
H -21.233838 -15.818271 -21.956185 0.12 0.00 -0.12
C -21.169031 -10.894089 -22.750522 0.52 -0.47 -0.65
C -21.060336 -9.606583 -21.934664 0.28 0.30 0.12
C -22.390573 -9.502598 -21.199396 -0.46 -0.41 0.00
S -23.661753 -10.039404 -22.384130 1.37 -0.31 -0.74
O -24.275034 -8.902879 -23.023644 -0.21 -0.25 0.34
O -24.461712 -11.090386 -21.783171 -0.26 1.03 0.00
C -22.467730 -10.826998 -23.538387 -0.93 0.64 -0.17
H -21.131537 -11.793150 -22.132842 -0.18 0.12 0.21
H -20.330582 -10.981284 -23.444832 -0.01 0.02 0.01
H -20.788726 -8.760964 -22.571902 -0.63 0.06 -0.19
H -20.225110 -9.611269 -21.231655 -0.16 -0.41 0.19
H -22.720674 -8.565081 -20.759839 0.22 0.13 -0.13
H -22.404272 -10.282429 -20.438117 -0.10 0.12 0.16
H -22.409517 -10.160064 -24.401721 0.18 0.32 0.26
H -22.937611 -11.716511 -23.957654 0.23 -0.40 0.60
C -26.784846 -17.769816 -21.858710 -0.75 -0.20 1.15
C -27.767101 -16.684076 -22.329026 0.61 -0.02 0.02
C -28.395993 -16.107758 -21.059119 -0.94 0.30 -0.22
S -27.052812 -15.967286 -19.900027 0.60 -0.39 -0.21
O -27.448576 -16.494376 -18.617403 -0.02 0.52 0.14
O -26.421342 -14.650218 -19.992403 -0.75 -0.39 0.74
C -25.968458 -17.144812 -20.695075 -0.30 0.14 -1.59
H -26.120207 -18.157059 -22.625941 -0.03 0.11 -0.10
H -27.374800 -18.595387 -21.448052 0.11 -0.17 -0.18
H -28.495685 -17.066967 -23.039644 -0.13 0.01 0.11
H -27.182730 -15.905843 -22.820686 -0.24 0.09 -0.10
H -29.164236 -16.725444 -20.587808 0.40 -0.53 -0.03
H -28.933842 -15.164854 -21.173916 0.59 0.30 -0.18
H -25.599259 -17.875323 -19.985339 0.17 0.20 0.13
H -25.208685 -16.565499 -21.220331 0.39 0.09 0.68
C -24.226301 -13.979460 -16.648037 0.55 -0.52 -0.92
C -25.030827 -12.979625 -15.807159 -0.42 0.31 -0.72
C -25.203249 -11.660564 -16.625504 0.90 0.07 0.20
S -24.127088 -11.767975 -18.073926 1.32 -1.13 0.13
O -23.208998 -10.645607 -18.143476 -0.89 -0.15 -0.21
O -24.838634 -12.193945 -19.273476 -0.66 1.14 1.24
C -23.224098 -13.218494 -17.488247 0.37 1.84 -0.29
H -24.943211 -14.494987 -17.290991 0.25 -0.20 -0.09
H -23.593691 -14.713481 -16.146927 -0.71 -0.12 0.62
H -24.570651 -12.751672 -14.849726 -0.03 -0.05 0.03
H -26.041210 -13.358901 -15.674229 0.14 -0.24 0.45
H -24.710977 -10.860994 -16.073287 -0.43 0.31 -0.08
H -26.216563 -11.406539 -16.917890 -0.01 -0.01 0.00
H -22.406207 -12.782141 -16.903420 -0.25 -0.05 0.35
H -22.710259 -13.591858 -18.373745 -0.57 -0.75 -0.04
```
Forces are in eV/Å.

Computed properties:
- frontier orbital gap (spin up / spin down) (eV) = 8.89 / 9.74
- E_tot (Eh) = -11083.73610
- E_LUMO (spin up / spin down) (eV) = 0.1 / 0.1
- charge = 0
- multiplicity = 6

---

Entry from OMol25: 7 unconnected molecules or ions with the total composition C13H33N3O10 (wB97M-V/def2-TZVPD).

```
59
Properties=species:S:1:pos:R:3:forces:R:3
N 21.638788 -19.666351 -9.269022 -0.41 -0.13 0.62
H 22.060082 -19.459434 -8.363179 0.29 -0.13 -0.14
H 20.608170 -19.438496 -9.204297 -0.53 -0.08 -0.63
H 21.759952 -20.671201 -9.448693 -0.05 0.06 -0.13
H 22.061581 -19.088610 -9.991932 0.16 -0.26 -0.10
N 19.072678 -17.591068 -6.922746 0.50 0.43 -0.31
H 20.059807 -17.683327 -6.677009 -0.15 -0.28 0.35
H 18.947576 -16.587534 -7.071718 -0.43 -0.06 0.16
H 18.472543 -17.915506 -6.163107 0.00 -0.01 -0.04
H 18.921700 -18.094657 -7.848151 -0.18 -0.30 -0.67
N 19.511642 -16.242984 -10.767508 0.49 -0.66 0.58
H 19.441484 -17.200196 -10.272967 -0.98 -0.78 -0.33
H 18.752832 -16.149073 -11.443740 -0.01 0.06 0.04
H 20.418785 -16.204071 -11.231320 -0.12 0.41 -0.15
H 19.444725 -15.554887 -10.021247 -0.01 0.48 -0.45
C 17.728642 -19.387171 -9.795745 -0.14 1.16 0.77
O 18.954105 -18.678274 -9.633212 1.65 0.63 0.86
H 17.022306 -18.846242 -9.148476 -0.50 -0.53 -0.08
H 17.310899 -19.319834 -10.802730 0.28 -0.20 -0.12
H 17.795015 -20.424765 -9.464154 0.08 -0.03 -0.17
C 19.715637 -21.965543 -4.274910 -0.71 0.29 -0.06
C 18.973394 -22.417381 -5.520104 0.52 -1.44 1.09
C 18.651486 -21.350527 -6.551746 0.21 -0.57 0.08
O 19.571265 -21.640830 -7.610326 -0.60 0.92 -0.33
C 20.121077 -22.871739 -7.441123 1.14 -0.32 1.11
O 20.883990 -23.342494 -8.215491 -0.11 0.01 -0.51
O 19.844661 -23.350353 -6.218917 -0.49 0.56 -0.91
H 20.014691 -22.826474 -3.683383 0.25 -0.04 -0.15
H 19.020994 -21.409432 -3.637088 0.13 0.17 -0.08
H 20.569352 -21.338124 -4.536706 0.10 -0.09 0.13
H 18.131333 -23.042293 -5.222190 -0.27 0.38 -0.11
H 18.873498 -20.369670 -6.127763 -0.10 0.11 -0.19
H 17.628428 -21.431404 -6.913213 -0.01 0.23 -0.09
C 15.148258 -22.755852 -10.130945 -0.49 0.28 -1.09
C 15.632921 -23.645171 -11.254865 -0.17 -0.93 0.22
C 17.123514 -23.743134 -11.559860 0.34 0.58 -0.90
O 17.409477 -25.131271 -11.620061 -0.26 0.64 0.21
C 16.294967 -25.827784 -11.256131 0.62 -0.84 0.10
O 16.277119 -27.009231 -11.220267 -0.25 -0.10 0.05
O 15.286789 -25.014867 -10.917106 0.08 0.64 -0.05
H 15.521637 -21.735607 -10.252935 0.29 -0.07 0.18
H 15.357195 -23.181035 -9.154214 0.06 0.07 0.04
H 14.076611 -22.666503 -10.317907 -0.10 -0.07 0.65
H 15.093812 -23.460094 -12.185193 -0.02 0.36 0.09
H 17.803056 -23.195084 -10.900860 -0.16 -0.40 0.53
H 17.305228 -23.305821 -12.546568 0.05 -0.15 -0.03
C 16.825627 -18.510228 -13.762104 0.33 0.31 0.12
C 15.516045 -17.846316 -13.347630 0.99 -0.15 -1.32
C 15.654178 -16.764839 -12.315223 -0.77 0.21 1.03
O 14.659756 -15.820345 -12.675868 0.43 0.14 -0.39
C 14.375740 -15.989324 -14.008819 -0.44 -0.91 0.10
O 13.596018 -15.356534 -14.616213 0.14 0.49 -0.19
O 15.040310 -17.092853 -14.478797 -0.33 0.27 0.47
H 16.665388 -19.489036 -14.205146 0.10 -0.13 0.24
H 17.523702 -18.535393 -12.916994 -0.19 -0.53 0.12
H 17.369838 -17.924827 -14.506104 -0.39 0.23 -0.10
H 14.776446 -18.606732 -13.089343 -0.13 0.21 0.14
H 16.646786 -16.289214 -12.299014 -0.01 -0.03 -0.23
H 15.384718 -17.091621 -11.307968 0.30 -0.12 -0.02
```
Forces are in eV/Å.

Computed properties:
- frontier orbital gap (eV) = 6.64
- E_tot (Eh) = -1431.20452
- E_LUMO (eV) = -7.5
- charge = +2
- energy above the lowest of the compared OMol25 structures with the same formula, charge and spin (eV) = 0.000
- multiplicity = 1

---

Entry from OMol25: a molecular structure, C13H34B3NO9S (wB97M-V/def2-TZVPD).

```
61
Properties=species:S:1:pos:R:3:forces:R:3
N -3.168422 0.351051 -2.099307 0.26 -0.19 -0.30
C -3.347162 0.459652 -3.552196 -0.17 0.03 0.99
C -2.078295 1.012405 -4.191096 -0.30 -0.91 -1.00
O -1.676621 0.136126 -5.272194 0.37 -0.05 0.14
C -2.238256 2.387800 -4.803687 0.38 0.78 0.24
B -1.898061 3.530493 -3.790622 -0.95 -0.22 -0.21
O -1.258961 4.705320 -4.128829 0.21 -0.28 0.34
B -0.784071 5.473845 -3.087702 0.16 1.21 -0.20
O -0.689271 5.005803 -1.800016 0.40 -0.50 -0.44
B -1.079679 3.683405 -1.710921 -0.59 -0.04 0.87
C -0.300632 2.573947 -0.921379 -0.46 0.44 0.15
C -0.235400 2.809784 0.588393 -0.03 -0.10 0.00
C 0.541104 1.729389 1.328674 -0.29 -0.09 -0.21
C 1.901484 1.437868 0.705270 -0.21 0.05 -0.10
S 3.123141 1.022252 1.926679 0.71 -0.17 0.05
O 2.570460 0.367918 3.051300 -0.70 -0.71 0.34
O 3.923871 2.163508 2.168182 0.43 1.03 -0.17
O 4.056662 -0.066446 1.188731 -0.67 0.16 -0.63
O -2.210309 3.342424 -2.441876 0.79 -0.47 -0.34
H -4.006065 0.010085 -1.648125 0.09 0.10 0.20
H -2.903344 1.247602 -1.715201 -0.33 0.05 0.11
H -4.229411 1.044115 -3.818257 -0.03 0.29 -0.18
H -3.529352 -0.539630 -3.921549 0.10 -0.27 -0.26
H -1.286712 0.975615 -3.448169 0.13 0.21 0.27
H -1.063567 -0.523115 -4.916148 -0.34 0.16 -0.12
H -1.565789 2.462512 -5.651091 0.09 0.07 -0.24
H -3.244504 2.561284 -5.179770 -0.21 -0.18 -0.16
H -0.422015 6.579371 -3.318766 0.00 0.03 -0.01
H 0.682409 2.483354 -1.378912 0.30 0.05 -0.02
H -0.822284 1.637143 -1.084012 0.01 -0.36 -0.13
H -1.255178 2.738632 0.952602 -0.26 0.18 0.19
H 0.110498 3.805812 0.845475 0.27 0.18 -0.08
H -0.049988 0.824643 1.244696 -0.07 -0.33 0.19
H 0.605359 1.957803 2.385292 0.16 0.12 0.19
H 2.284430 2.294678 0.167414 0.29 0.34 0.09
H 1.792289 0.651867 -0.029690 0.13 -0.44 -0.01
H 4.018182 0.128120 0.233199 0.38 -0.18 0.36
C 3.434510 -2.807480 3.679367 -0.14 -0.19 -0.01
C 4.563679 -3.810767 3.849870 0.11 0.46 -0.18
C 5.823498 -3.141124 4.377760 0.10 -0.14 0.06
O 4.840350 -4.456922 2.605466 -0.04 -0.17 0.05
H 3.706701 -2.035238 2.959163 0.09 0.05 0.07
H 2.540626 -3.302959 3.297238 -0.01 -0.03 0.06
H 3.187907 -2.323272 4.624688 0.00 0.05 -0.02
H 4.255236 -4.599252 4.537459 0.02 -0.11 -0.09
H 6.171698 -2.378023 3.676350 -0.08 0.06 0.02
H 6.625594 -3.871056 4.491967 -0.02 -0.02 0.03
H 5.644947 -2.665099 5.342742 0.00 0.03 -0.01
H 5.116799 -3.775413 1.981761 -0.02 -0.03 0.05
C -4.007869 -3.340480 1.624587 -0.15 0.03 -0.04
C -3.282965 -2.563254 0.536350 0.26 -0.07 0.40
C -1.805792 -2.920636 0.484418 0.07 0.07 -0.16
O -3.437109 -1.160096 0.746180 -0.14 0.11 -0.09
H -3.587748 -3.104964 2.606173 0.08 -0.04 -0.02
H -5.063846 -3.070613 1.648419 -0.01 -0.01 -0.04
H -3.926805 -4.416276 1.464485 0.02 0.00 0.02
H -3.741966 -2.773809 -0.430335 -0.03 0.12 -0.04
H -1.318628 -2.671746 1.431640 -0.05 -0.07 0.05
H -1.306633 -2.351812 -0.300971 -0.05 -0.01 -0.04
H -1.660154 -3.984311 0.292047 0.01 -0.01 0.03
H -3.038566 -0.941839 1.596782 -0.04 -0.05 -0.03
```
Forces are in eV/Å.

Computed properties:
- frontier orbital gap (eV) = 9.11
- E_tot (Eh) = -1720.63729
- E_LUMO (eV) = -0.1
- charge = 0
- multiplicity = 1